Record 1
# C4H6INS

A structure of composition C4H6INS (ωB97M-V/def2-TZVPD, OMol25).

Geometry as XYZ:
```
13
Properties=species:S:1:pos:R:3:forces:R:3
C -1.974 0.173 0.087 0.1 -0.4 0.3
C 0.280 1.169 0.464 2.9 1.8 -0.1
C 0.303 -0.332 0.391 0.0 -1.0 -0.7
C 1.133 -0.882 -0.798 2.0 3.0 2.2
N -0.997 -0.888 0.320 -0.8 -0.1 -0.3
S -1.326 1.718 -0.113 0.5 0.5 0.1
I -3.913 -0.318 -0.146 -0.4 0.0 -0.1
H 0.569 1.274 1.521 -1.0 1.2 0.0
H 1.187 1.751 -0.061 -2.2 -1.5 0.6
H 0.644 -0.668 1.380 0.6 -0.5 -0.3
H 0.774 -0.435 -1.706 0.2 0.2 -0.5
H 1.093 -1.891 -0.808 -0.5 -3.3 -0.3
H 2.226 -0.671 -0.530 -1.3 0.2 -0.9
```
Positions in Å, forces in eV/Å.

Output
Expectation value of S²: 2.009
Spin multiplicity: 3
ΔE to the lowest compared entry with this formula, charge and spin (kJ/mol): 0.0
Net charge: 0
E_HOMO (spin up / spin down) (Ha): -0.2261 / -0.3416



Record 2
# C47H44BClGaGeN9S2

A structure of composition C47H44BClGaGeN9S2 (ωB97M-V/def2-TZVPD, OMol25).

Geometry as XYZ:
```
106
Properties=species:S:1:pos:R:3:forces:R:3
Ga 0.638 0.104 -0.539 -0.2 -0.1 0.2
C -3.547 -0.792 -1.547 0.0 0.0 0.0
N -3.116 0.571 -1.788 0.0 -0.1 0.0
C -3.834 1.702 -1.471 0.0 0.1 0.0
C -3.050 2.754 -1.787 -0.1 -0.1 -0.1
N -1.863 2.274 -2.293 0.1 0.1 0.0
B -0.809 3.314 -2.842 0.0 -0.2 0.0
N 0.500 2.652 -3.392 0.0 0.4 0.0
C 0.801 2.623 -4.734 0.1 -0.1 0.0
C 2.120 2.364 -4.871 -0.1 0.0 0.0
N 2.625 2.226 -3.594 0.1 0.1 0.0
C 4.041 2.189 -3.284 0.0 0.0 0.0
C 1.620 2.402 -2.705 -0.1 -0.1 0.1
S 1.762 2.269 -0.990 0.0 0.0 -0.1
C -1.905 0.941 -2.262 0.1 0.1 -0.1
S -0.669 -0.178 -2.711 0.1 0.0 0.0
H -4.610 -0.774 -1.317 0.0 0.0 0.0
H -3.001 -1.214 -0.702 0.0 0.0 0.0
H -3.380 -1.397 -2.437 0.0 0.0 0.0
H -4.814 1.651 -1.034 0.0 0.0 0.0
H -3.221 3.810 -1.674 0.0 0.0 0.0
H -1.318 3.883 -3.779 0.0 0.0 0.0
H -0.520 4.058 -1.945 0.0 0.0 0.0
H 0.043 2.794 -5.474 0.0 0.0 0.0
H 2.741 2.266 -5.741 0.0 0.0 0.0
H 4.526 1.418 -3.879 0.0 0.0 0.0
H 4.157 1.967 -2.227 0.0 0.1 0.0
H 4.491 3.157 -3.500 0.0 0.0 0.0
C -0.772 0.051 0.740 -0.2 0.2 -0.2
Ge -0.987 1.451 1.993 0.1 -0.1 0.2
C -2.071 3.040 1.484 -0.1 0.0 0.1
C -3.444 3.021 1.750 0.0 0.0 0.0
C -4.273 4.079 1.400 0.0 0.0 0.0
C -3.743 5.196 0.768 0.0 0.0 0.0
C -2.386 5.234 0.484 0.0 0.0 0.0
C -1.568 4.167 0.836 0.1 0.0 -0.1
C 0.648 2.113 2.907 0.0 0.1 0.1
C 1.448 3.153 2.427 0.0 -0.1 0.0
C 2.545 3.620 3.140 0.0 0.0 0.0
C 2.870 3.058 4.366 0.0 0.0 0.0
C 2.094 2.021 4.862 0.0 0.0 0.0
C 1.001 1.560 4.139 0.0 0.0 0.0
C -2.050 0.727 3.506 0.0 0.1 0.1
C -2.484 -0.593 3.476 0.0 -0.1 0.0
C -3.250 -1.125 4.511 0.0 0.0 0.0
C -3.583 -0.338 5.601 0.0 0.0 0.0
C -3.150 0.983 5.653 0.0 0.0 0.0
C -2.395 1.505 4.614 0.0 0.0 0.0
H -1.723 0.066 0.192 0.1 -0.1 0.0
H -3.882 2.163 2.249 0.0 0.0 0.0
H -5.331 4.034 1.628 0.0 0.0 0.0
H -4.383 6.029 0.501 0.0 0.0 0.0
H -1.962 6.090 -0.025 0.0 0.0 0.0
H -0.523 4.216 0.559 0.0 0.0 0.0
H 1.223 3.618 1.479 0.0 0.0 -0.1
H 3.137 4.436 2.743 0.0 0.0 0.0
H 3.713 3.431 4.935 0.0 0.0 0.0
H 2.333 1.575 5.820 0.0 0.0 0.0
H 0.396 0.764 4.559 0.0 0.0 0.0
H -2.202 -1.207 2.626 0.0 0.0 0.0
H -3.582 -2.156 4.466 0.0 0.0 0.0
H -4.176 -0.748 6.409 0.0 0.0 0.0
H -3.405 1.602 6.504 0.0 0.0 0.0
H -2.071 2.540 4.666 0.0 0.0 0.0
N -4.212 -9.307 -2.575 0.0 0.0 0.0
C -3.483 -8.461 -2.307 0.1 0.1 0.0
C -2.568 -7.401 -1.972 -0.1 -0.1 0.0
C -2.756 -6.126 -2.498 0.0 0.0 0.0
C -1.874 -5.109 -2.184 0.0 -0.1 0.0
C -0.806 -5.362 -1.329 0.0 0.0 0.0
C -0.616 -6.632 -0.799 -0.1 0.0 0.0
C -1.493 -7.651 -1.124 0.0 0.0 0.0
N 0.090 -4.319 -0.997 0.0 0.0 0.0
C 1.411 -4.438 -0.600 0.0 0.0 0.0
C 1.859 -3.172 -0.417 0.0 0.0 -0.1
N 0.849 -2.276 -0.683 0.2 0.0 0.0
C -0.187 -2.990 -1.022 -0.1 0.1 0.1
H -3.585 -5.936 -3.165 0.0 0.0 0.0
H -2.005 -4.132 -2.627 0.0 0.0 0.0
H 0.196 -6.825 -0.114 0.0 0.0 0.0
H -1.353 -8.640 -0.711 0.0 0.0 0.0
H 1.907 -5.386 -0.514 0.0 0.0 0.0
H 2.840 -2.847 -0.112 0.0 0.0 0.0
H -1.150 -2.577 -1.264 0.0 0.0 0.0
C 3.647 -0.826 3.463 0.0 0.0 0.0
C 2.506 -1.540 3.148 -0.1 -0.1 0.0
C 1.793 -1.207 2.008 0.0 0.1 0.0
N 2.183 -0.233 1.181 0.1 -0.1 -0.1
C 3.265 0.475 1.511 0.0 0.2 0.0
C 4.028 0.218 2.634 -0.1 -0.1 0.0
H 4.215 -1.054 4.355 0.0 0.0 0.0
H 2.145 -2.335 3.786 0.0 0.0 0.0
H 0.855 -1.679 1.742 0.0 0.0 0.0
H 3.503 1.314 0.865 0.0 0.0 -0.1
H 4.881 0.841 2.861 0.0 0.0 0.0
Cl 2.978 -2.220 -5.711 0.0 0.0 0.0
C 3.373 -1.585 -4.149 -0.1 0.0 0.0
C 4.686 -1.503 -3.729 0.0 0.0 0.0
C 4.925 -0.980 -2.471 0.0 -0.1 0.0
C 3.851 -0.553 -1.706 0.0 -0.2 0.0
N 2.585 -0.654 -2.107 0.2 0.1 -0.1
C 2.351 -1.171 -3.309 0.0 0.0 0.0
H 5.490 -1.840 -4.370 0.0 0.0 0.0
H 5.932 -0.895 -2.086 0.0 0.0 0.0
H 4.008 -0.128 -0.727 0.0 0.1 0.0
H 1.320 -1.270 -3.623 0.0 0.0 0.0
```
Positions in Å, forces in eV/Å.

Output
ΔE to the lowest compared entry with this formula, charge and spin (kJ/mol): 50.0
Net charge: 0
E_HOMO (Ha): -0.2127



Record 3
# CH2Cl2O2

A cluster of 2 separate species, CH2Cl2O2 in total (ωB97M-V/def2-TZVPD, OMol25).

Geometry as XYZ:
```
7
Properties=species:S:1:pos:R:3:forces:R:3
O -1.623 -0.072 -0.248 0.0 0.0 -0.6
C -0.717 0.523 -0.737 -0.4 0.4 1.8
O 0.164 1.281 -0.094 0.9 1.2 2.9
Cl -0.274 0.622 -2.383 -0.2 -0.3 -1.0
H 0.123 1.367 0.954 -0.6 -0.9 -3.3
Cl 0.740 -1.468 0.855 1.9 -2.0 1.9
H 1.586 -2.253 1.653 -1.7 1.6 -1.7
```
Positions in Å, forces in eV/Å.

Output
ΔE to the lowest compared entry with this formula, charge and spin (kJ/mol): 41.9
Net charge: 0
E_HOMO (Ha): -0.4114



Record 4
# C43H25ClN9O8SeTa

A structure of composition C43H25ClN9O8SeTa (ωB97M-V/def2-TZVPD, OMol25).

Geometry as XYZ:
```
88
Properties=species:S:1:pos:R:3:forces:R:3
Ta -0.157 -0.388 0.138 -0.1 -0.7 -0.4
O 4.481 1.872 3.336 0.1 0.1 0.0
C 3.598 1.353 4.180 0.0 -0.1 0.0
O 3.715 1.412 5.368 0.0 0.0 0.0
C 2.403 0.656 3.597 0.0 0.0 -0.1
C 1.403 0.089 4.370 0.0 0.0 0.0
N 0.488 -0.424 3.534 0.1 0.0 0.0
N 0.835 -0.243 2.257 -0.1 -0.1 0.1
C 1.983 0.424 2.284 0.1 0.1 0.1
C 2.482 0.808 0.945 0.0 -0.1 0.1
O 3.499 1.391 0.709 0.0 0.0 0.0
O 1.625 0.387 0.000 0.5 0.1 0.1
H 4.261 1.755 2.394 0.0 0.0 0.0
H 1.304 0.038 5.442 0.0 0.0 0.0
H -0.375 -0.894 3.767 0.0 0.0 0.0
C -0.870 -2.747 -3.243 0.0 0.0 -0.1
C -0.528 -2.132 -4.430 0.0 0.1 0.1
C -0.264 -0.773 -4.410 0.0 -0.1 0.0
C -0.303 0.014 -3.257 0.0 0.1 -0.1
C -0.554 -0.612 -1.989 0.1 0.2 -0.1
C -0.866 -1.993 -2.082 0.0 -0.1 0.2
C -0.190 1.480 -3.655 0.1 0.0 0.0
C -1.466 1.978 -4.270 0.0 0.1 0.0
C -2.052 3.083 -3.816 -0.1 -0.1 -0.1
C -1.327 3.936 -2.768 0.0 0.0 0.1
C -1.874 5.333 -2.413 0.0 0.0 0.0
C -1.947 5.299 -0.889 0.0 0.0 0.0
C -0.543 5.257 -0.194 0.0 0.0 0.0
C 0.200 4.148 -0.062 0.0 0.0 0.0
C -0.193 2.810 -0.718 -0.1 0.1 0.0
N 0.894 2.416 -1.546 0.1 -0.2 -0.1
H -1.136 -3.794 -3.201 0.0 0.0 0.0
H -0.490 -2.682 -5.361 0.0 0.0 0.0
H -0.035 -0.278 -5.346 0.0 0.0 0.0
H -1.134 -2.552 -1.201 0.0 0.0 0.0
H -1.950 1.382 -5.034 0.0 0.0 0.0
H -3.000 3.433 -4.199 0.0 0.0 0.0
H -1.211 6.115 -2.772 0.0 0.0 0.0
H -2.580 6.046 -0.434 0.0 0.0 0.0
H -0.235 6.183 0.276 0.0 0.0 0.0
H 1.174 4.191 0.412 0.0 0.0 0.0
Se 1.468 -7.847 2.585 0.0 0.0 0.0
N 2.420 -6.613 1.744 0.1 0.0 -0.1
C 1.621 -5.603 1.508 0.0 -0.1 0.1
C 2.031 -4.397 0.809 0.1 0.1 -0.1
C 3.298 -4.249 0.237 -0.1 0.1 0.0
C 3.569 -3.092 -0.461 0.0 -0.1 0.0
C 2.603 -2.098 -0.528 0.1 0.2 -0.1
N 1.408 -2.200 0.050 -0.3 0.1 0.0
C 1.110 -3.358 0.675 0.0 -0.1 0.1
C -0.260 -3.506 1.143 0.0 -0.1 0.0
N -1.095 -2.475 0.896 0.4 0.1 0.1
C -2.392 -2.638 1.165 -0.1 0.1 0.0
C -2.910 -3.802 1.713 0.0 0.0 0.0
C -2.055 -4.837 2.023 0.0 0.1 0.0
C -0.698 -4.695 1.727 -0.1 0.1 0.0
C 0.271 -5.751 1.962 0.1 -0.1 0.0
N -0.014 -6.879 2.562 -0.1 0.0 0.0
H 4.024 -5.044 0.335 0.0 0.0 0.0
H 4.517 -2.936 -0.954 0.0 0.0 0.0
H 2.809 -1.183 -1.065 0.0 0.0 0.0
H -3.045 -1.808 0.943 0.0 0.0 0.0
H -3.973 -3.871 1.894 0.0 0.0 0.0
H -2.411 -5.756 2.470 0.0 0.0 0.0
O -3.920 3.451 2.665 -0.1 0.0 0.2
C -3.422 4.013 1.589 0.1 0.1 -0.2
O -3.650 5.158 1.309 0.0 0.0 0.0
C -2.494 3.234 0.669 0.0 0.1 0.0
C -2.149 3.873 -0.560 0.0 -0.1 0.1
Cl -3.494 5.681 -3.057 0.0 0.0 0.0
N -1.426 3.189 -1.464 0.0 0.0 -0.1
N -0.674 1.723 0.183 -0.1 0.0 0.0
C -1.798 2.067 0.871 0.0 -0.1 0.1
C -2.217 0.960 1.785 0.0 0.3 0.0
O -2.971 1.005 2.720 0.1 0.0 0.0
O -1.649 -0.165 1.400 -0.4 0.0 0.0
C 0.079 3.882 -3.276 0.1 0.0 -0.1
C 0.594 2.532 -2.936 -0.1 -0.1 0.0
C 1.290 1.857 -4.049 -0.1 0.1 0.1
C 1.823 2.719 -5.135 0.1 0.0 -0.1
C 1.572 4.030 -5.172 0.1 -0.1 -0.1
C 0.569 4.604 -4.280 -0.1 0.0 0.1
H -3.633 2.526 2.806 0.0 0.0 -0.1
H 1.314 1.531 -1.316 0.0 0.2 0.0
H 1.941 1.031 -3.784 0.0 0.0 0.0
H 2.518 2.272 -5.834 0.0 0.0 0.0
H 2.035 4.660 -5.918 0.0 0.0 0.0
H 0.114 5.546 -4.564 0.0 0.0 0.0
```
Positions in Å, forces in eV/Å.

Output
ΔE to the lowest compared entry with this formula, charge and spin (kJ/mol): 561.7
Net charge: +2
E_HOMO (Ha): -0.4696



Record 5
# C4H6NOS

The ion C4H6NOS with charge -1 (ωB97M-V/def2-TZVPD, OMol25).

Geometry as XYZ:
```
13
Properties=species:S:1:pos:R:3:forces:R:3
C 2.132 0.701 0.032 0.5 0.9 0.1
C 0.979 1.480 0.031 -0.2 0.0 -0.1
C -1.190 -0.360 0.462 0.8 0.3 -0.6
C -2.440 -0.918 -0.153 0.1 0.1 0.1
N 2.245 -0.614 -0.036 -0.2 -0.9 0.0
O 3.447 -1.085 -0.084 -0.3 0.4 0.0
S -0.693 1.198 -0.090 -0.4 -0.4 0.3
H 3.059 1.298 0.085 -0.1 -0.3 0.0
H 1.137 2.553 0.094 0.0 -0.1 0.0
H -0.360 -1.048 0.559 0.1 -0.1 0.2
H -3.228 -0.163 -0.171 -0.2 0.0 0.0
H -2.778 -1.759 0.454 -0.1 0.0 0.0
H -2.309 -1.285 -1.184 0.0 0.0 0.1
```
Positions in Å, forces in eV/Å.

Output
ΔE to the lowest compared entry with this formula, charge and spin (kJ/mol): 376.6
Net charge: -1
E_HOMO (spin up / spin down) (Ha): -0.0987 / -0.0816